# C7H9BN2O

The molecule C7H9BN2O in a non-equilibrium geometry (wB97M-V/def2-TZVPD, the Open Molecules 2025 dataset).

Values from the calculation:
HOMO energy	-7.95	eV
Kohn-Sham gap	7.7381	eV
electronic energy	-481.5616	a.u.
spin multiplicity	1
energy relative to the best compared isomer or geometry (same formula, charge and spin)	3.672	eV
LUMO level	-0.211	eV

Cartesian coordinates (Å):
B1 -0.0515 0.0044 1.6294
C1 1.7992 1.1735 -0.5021
C2 2.1304 0.8361 0.8415
C3 0.6156 1.1588 -1.1299
C4 1.4116 0.9426 1.9531
C5 -0.5482 -0.5316 0.2148
C6 -0.4812 0.2463 -0.9493
C7 -1.1245 -1.8498 0.1953
N1 -1.7054 -2.3730 -0.8527
N2 -1.4689 0.0492 -1.8375
O1 0.0079 1.5126 1.5841
H1 -0.1871 -0.7255 2.6486
H2 2.6475 1.8157 -0.8464
H3 3.0907 0.4894 0.9386
H4 0.6046 1.6268 -2.0874
H5 -1.0180 -2.4378 1.0646
H6 -2.0457 -3.3378 -0.8297
H7 -1.2483 0.0222 -2.7749
H8 -2.2143 -0.6162 -1.6444
H9 -0.2145 1.9940 2.3841

Atoms 1-6, force components in eV/Å:
-0.907 -2.272 -0.445
0.991 2.289 0.637
-1.810 -0.144 -1.401
-0.145 -0.658 -1.482
0.658 0.557 1.605
0.947 0.934 1.761